Entry 1:
The following is a DFT calculation (the ωB97M-V functional and the def2-TZVPD basis) of a 2-piece molecular cluster, C8H11NO overall in a non-equilibrium geometry.

Results
Energy relative to the best compared isomer or geometry (same formula, charge and spin) in kcal/mol: 103.5
SMILES string: c1ccccc1.CC(N)=O
Total energy in a.u.: -441.28272
Frontier orbital gap in eV: 9.29
HOMO energy in eV: -8.534

```
21
Properties=species:S:1:pos:R:3:lowdin_charge:R:1
C -1.786 -0.067 -0.406 -0.66
C -3.226 -0.452 -0.095 -0.02
C 2.430 0.707 -0.551 -0.07
C 1.282 1.314 0.052 -0.10
C 0.423 0.655 0.856 -0.23
C 0.533 -0.702 0.936 -0.11
C 1.590 -1.355 0.338 -0.08
C 2.585 -0.637 -0.350 -0.10
H -0.535 1.501 -0.068 0.01
H -2.344 1.964 0.026 0.23
H -3.656 -1.419 -0.531 0.10
H -3.991 0.355 -0.045 0.07
H -3.120 -0.689 1.029 0.10
H 3.205 1.361 -1.011 0.11
H 0.970 2.420 -0.219 0.15
H -0.356 1.215 1.378 0.12
H -0.269 -1.397 1.282 0.14
H 1.652 -2.480 0.316 0.13
H 3.403 -1.179 -0.698 0.08
N -1.467 1.144 0.042 0.06
O -0.960 -0.806 -0.804 0.07
```

Entry 2:
The following is a DFT calculation (the ωB97M-V functional and the def2-TZVPD basis) of the molecule C8H11NO2 in a non-equilibrium geometry.

Results
Energy relative to the best compared isomer or geometry (same formula, charge and spin) in kcal/mol: 42.0
SMILES string: C[C@H]1C[C@H]2CCC(=O)N2C1=O
Total energy in a.u.: -516.63160
Frontier orbital gap in eV: 10.34
HOMO energy in eV: -9.641

```
22
Properties=species:S:1:pos:R:3:lowdin_charge:R:1
C 2.818 0.338 0.473 -0.11
C 1.749 0.116 -0.372 -0.32
C 0.744 -1.110 -0.076 -0.06
C -0.570 -0.678 -0.660 -0.30
C -1.754 -1.054 0.220 -0.21
C -2.622 0.080 0.237 -0.12
C -1.724 1.299 -0.188 -0.40
C 0.750 1.309 -0.359 -0.29
H 2.561 0.199 1.521 0.09
H 3.716 -0.325 0.374 0.10
H 3.125 1.479 0.321 0.14
H 2.086 0.063 -1.370 0.14
H 1.289 -1.958 -0.421 0.11
H 0.548 -1.168 1.027 0.13
H -0.865 -1.292 -1.577 0.16
H -1.514 -1.603 1.229 0.16
H -2.292 -1.820 -0.318 0.10
H -3.434 0.084 -0.526 0.13
H -3.141 0.380 1.286 0.18
N -0.561 0.789 -0.881 0.11
O -1.920 2.400 0.186 0.14
O 1.010 2.473 -0.127 0.12
```

Entry 3:
The following is a DFT calculation (the ωB97M-V functional and the def2-TZVPD basis) of the molecule C8H11NO2S in a non-equilibrium geometry.

Results
Energy relative to the best compared isomer or geometry (same formula, charge and spin) in kcal/mol: 69.4
SMILES string: C#C[C@@](CS)(NC(C)=O)C(C)=O
Total energy in a.u.: -914.76122
Frontier orbital gap in eV: 9.77
HOMO energy in eV: -9.198

```
23
Properties=species:S:1:pos:R:3:lowdin_charge:R:1
C -1.662 -0.997 -2.047 0.17
C -0.935 -0.474 -1.274 -0.08
C 1.175 0.598 -1.071 -0.46
C -0.444 -1.372 1.500 -0.53
C 0.897 1.276 -2.348 0.01
C 0.426 -2.060 2.615 0.03
C -0.991 1.446 0.074 -0.57
C -0.071 0.299 -0.333 -0.48
N 0.326 -0.514 0.819 0.10
O 2.213 0.184 -0.657 0.12
O -1.631 -1.422 1.400 0.09
S -0.179 2.767 0.896 0.75
H -2.119 -1.607 -2.749 0.03
H 0.890 0.443 -3.062 0.11
H -0.117 1.695 -2.196 0.08
H 1.691 2.044 -2.586 0.12
H 0.148 -1.725 3.654 0.10
H 0.154 -3.054 2.593 0.05
H 1.436 -1.749 2.576 0.05
H -1.673 1.900 -0.741 0.11
H -1.838 0.962 0.647 0.10
H 1.377 -0.655 0.942 0.16
H 0.927 2.015 1.350 -0.08
```

Entry 4:
The following is a DFT calculation (the ωB97M-V functional and the def2-TZVPD basis) of the molecule C8H11NO2S in a non-equilibrium geometry.

Results
Energy relative to the best compared isomer or geometry (same formula, charge and spin) in kcal/mol: 22.6
SMILES string: NC[C@H](CC(=O)O)c1ccsc1
Total energy in a.u.: -914.83572
Frontier orbital gap in eV: 9.53
HOMO energy in eV: -9.156

```
23
Properties=species:S:1:pos:R:3:lowdin_charge:R:1
C -0.805 1.623 -0.440 -0.26
C -0.405 0.192 -0.303 -0.32
C -1.198 -0.595 0.782 -0.03
C -2.739 -0.608 0.421 -0.52
C 1.076 -0.030 -0.090 -0.32
C 1.740 -1.051 -0.797 -0.19
C 3.007 -1.142 -0.511 -0.41
C 1.939 0.812 0.615 -0.34
H -2.415 1.233 -1.627 0.08
H -2.784 1.685 -0.057 0.05
H -0.586 2.051 0.571 0.13
H -0.003 2.135 -1.117 0.15
H -0.711 -0.234 -1.302 0.14
H -0.958 -1.622 0.843 0.11
H -0.983 -0.188 1.739 0.12
H -2.216 -1.552 -1.190 0.14
H 1.232 -1.841 -1.312 0.12
H 3.798 -1.847 -0.878 0.09
H 1.702 1.790 1.022 0.08
N -2.198 1.863 -0.841 0.04
O -3.075 -1.315 -0.697 0.07
O -3.596 -0.349 1.232 0.10
S 3.562 0.217 0.428 0.97
```

Entry 5:
The following is a DFT calculation (the ωB97M-V functional and the def2-TZVPD basis) of the molecule C8H11NO3 in a non-equilibrium geometry.

Results
Energy relative to the best compared isomer or geometry (same formula, charge and spin) in kcal/mol: 69.7
SMILES string: COc1cc(N)cc(OC)c1O
Total energy in a.u.: -591.81571
Frontier orbital gap in eV: 8.25
HOMO energy in eV: -7.531

```
23
Properties=species:S:1:pos:R:3:lowdin_charge:R:1
C -2.705 -0.535 -1.697 -0.07
C -0.399 -0.787 -1.233 -0.18
C -0.229 -1.805 -0.338 0.03
C 0.526 -1.424 0.767 -0.36
C 1.248 -0.248 0.924 0.03
C 1.122 0.747 -0.163 -0.26
C 1.445 2.457 1.405 0.00
C 0.275 0.495 -1.214 -0.21
H -2.657 -0.159 -0.652 0.10
H -2.906 0.304 -2.431 0.10
H -3.489 -1.289 -1.674 0.08
H -0.750 -2.723 -0.182 0.12
H 0.298 -3.223 1.683 0.11
H 1.416 -1.985 2.383 0.09
H 1.916 -0.021 1.817 0.13
H 2.180 1.995 1.972 0.04
H 0.332 2.358 1.708 0.13
H 1.658 3.534 1.262 0.09
H -0.033 2.343 -1.952 0.13
N 0.551 -2.235 1.899 0.06
O -1.455 -1.121 -2.121 -0.13
O 1.754 1.938 -0.008 -0.09
O -0.100 1.385 -2.153 0.07
```

Entry 6:
The following is a DFT calculation (the ωB97M-V functional and the def2-TZVPD basis) of the molecule C8H11NO4 in a non-equilibrium geometry.

Results
Energy relative to the best compared isomer or geometry (same formula, charge and spin) in kcal/mol: 42.9
SMILES string: C=C(C)/C=C(\NC(=O)OC=O)OC
Total energy in a.u.: -667.08166
Frontier orbital gap in eV: 8.90
HOMO energy in eV: -8.237

```
24
Properties=species:S:1:pos:R:3:lowdin_charge:R:1
C 1.197 0.198 -0.066 -0.03
C 1.803 -1.082 -0.214 -0.41
C -2.216 -0.742 0.821 -0.42
C 1.187 -2.171 -0.691 0.05
C -3.711 0.539 -0.639 -0.33
C -0.111 0.452 0.325 -0.32
C 3.221 -1.077 0.277 -0.06
C -0.128 2.698 -0.024 -0.07
N -0.871 -0.622 0.677 0.19
O -2.888 -1.648 1.136 0.19
O -2.842 0.578 0.417 0.02
O -3.686 -0.304 -1.463 0.11
O -0.756 1.590 0.523 -0.05
H 1.982 1.057 -0.277 0.15
H 1.806 -3.045 -0.591 0.07
H 0.286 -2.050 -1.177 0.05
H -4.402 1.375 -0.623 0.14
H 3.655 -2.072 0.312 0.07
H 3.224 -0.610 1.347 0.12
H 3.782 -0.478 -0.367 0.05
H -0.255 2.595 -1.114 0.12
H 0.932 2.846 0.282 0.10
H -0.717 3.537 0.309 0.09
H -0.490 -1.564 0.820 0.16
```